[1]
{
  "formula": "C7H13NSi",
  "method": "ωB97M-V/def2-TZVPD",
  "species": ["C", "C", "C", "C", "N", "Si", "C", "C", "C", "H", "H", "H", "H", "H", "H", "H", "H", "H", "H", "H", "H", "H"],
  "coordinates": [[1.04598, 0.72541, -2.81120], [0.01923, 1.07012, -1.97985], [0.12419, 1.67987, -0.35067], [-0.85352, 2.67191, -0.12695], [-1.76644, 3.36568, -0.07608], [-0.16602, -0.05248, 0.64636], [1.32673, -1.22334, 0.16445], [-0.07111, 0.33779, 2.45881], [-1.89274, -0.41327, 0.13407], [0.73702, 0.76455, -3.77070], [2.09549, 0.51863, -2.61641], [-0.93270, 1.16666, -2.41026], [1.06208, 2.08715, -0.34850], [2.20511, -0.58641, 0.25408], [1.43708, -1.97783, 0.91229], [1.37941, -1.76201, -0.85015], [0.87587, 0.03434, 2.81647], [-0.16875, 1.43967, 2.45958], [-0.80148, -0.19780, 3.10033], [-1.94941, -1.13694, -0.71252], [-2.39274, -0.95716, 0.90401], [-2.43971, 0.36110, -0.44860]],
  "atomic_forces_ev_per_a": [[-1.0, 0.7, 4.1], [2.9, 1.2, 2.0], [-1.0, -4.5, -2.7], [-0.9, -0.1, -0.5], [-0.2, 0.5, 0.3], [1.2, 1.0, -1.3], [-0.9, 0.3, -1.5], [-1.1, 0.1, -0.3], [-0.3, -1.1, -2.6], [-0.7, -0.6, -3.3], [-0.3, 0.3, 0.4], [-1.3, 0.3, -0.4], [2.6, 0.9, 0.4], [0.2, 0.1, -0.1], [0.0, -0.6, 0.7], [-0.4, 1.1, 1.4], [1.3, 0.0, 0.5], [-0.1, -0.5, 0.7], [0.1, 0.7, -0.5], [0.7, -0.2, 0.5], [-1.0, 0.3, 0.7], [0.1, 0.2, 1.5]],
  "gap_ev": 10.28,
  "e_above_lowest_kcal_mol": 69.02,
  "smiles": "C=C[C@@H](C#N)[Si](C)(C)C",
  "e_lumo_ev": 0.7,
  "charge": 0
}

=====

[2]
{
  "formula": "C7H13NbO2",
  "method": "ωB97M-V/def2-TZVPD",
  "species": ["C", "C", "Nb", "C", "C", "C", "C", "C", "O", "O", "H", "H", "H", "H", "H", "H", "H", "H", "H", "H", "H", "H", "H"],
  "coordinates": [[1.23746, -0.13276, 2.93768], [0.50399, 0.11906, 1.98586], [-0.98012, 0.19700, 0.19875], [-2.22952, 1.80526, 1.24210], [0.32517, -1.39814, -0.80302], [1.89763, -1.21590, -0.64239], [2.42395, 0.22147, -1.05043], [-2.40704, 0.00781, -1.56543], [-1.90646, 0.07697, -2.71424], [-3.67455, -0.17284, -1.30428], [1.89601, -0.69294, 3.63088], [-0.02298, 1.55371, -0.55801], [-1.97943, -1.08144, 1.05885], [-2.90614, 1.36750, 2.02931], [-1.62198, 2.66335, 1.65116], [-2.92638, 2.24800, 0.46409], [0.06732, -2.39880, -0.33037], [0.02124, -1.50078, -1.88621], [2.37658, -1.93056, -1.38770], [2.22820, -1.50936, 0.39306], [3.55618, 0.25720, -1.11195], [1.95627, 0.57402, -2.00411], [2.15758, 0.95687, -0.24003]],
  "atomic_forces_ev_per_a": [[0.6, -1.0, 0.3], [0.3, -0.4, 0.5], [-1.7, 0.1, -1.5], [-0.4, 0.8, 0.1], [0.9, -0.5, 0.4], [0.0, -0.2, -1.4], [0.2, 0.0, 1.1], [-2.3, -1.2, 0.0], [0.2, 0.3, 0.5], [2.5, 0.6, -0.2], [-0.8, 1.0, -0.7], [0.2, 0.7, 0.2], [0.0, -0.2, 0.6], [0.7, 0.4, -0.5], [-0.6, -0.8, -0.1], [0.7, -0.5, 0.6], [0.2, 0.9, -0.4], [0.4, 0.4, 1.0], [-0.2, 0.5, 0.9], [-0.3, 0.5, -1.0], [-1.0, -0.2, -0.2], [0.4, -0.4, 0.8], [0.1, -0.7, -0.9]],
  "gap_ev": 5.91,
  "e_lumo_ev": 6.1,
  "charge": -2
}